Record 1
Entry from the Open Molecules 2025 dataset: a structure of composition C36H47As2BrN5O12S2Y in a non-equilibrium geometry (ωB97M-V with the def2-TZVPD basis set).

Geometry as XYZ:
```
106
Properties=species:S:1:pos:R:3
Y -0.24 -1.10 -0.18
O 1.08 4.58 2.14
C 1.84 3.85 1.28
C 2.97 4.48 0.76
C 3.83 3.81 -0.08
C 3.58 2.49 -0.41
C 2.47 1.85 0.10
C 1.59 2.52 0.94
C 0.45 1.72 1.57
O -0.11 0.77 0.80
N 1.05 1.12 2.78
N 0.85 -0.14 2.97
C 1.24 -0.78 4.02
C 0.82 -2.14 4.15
Br 0.11 -2.78 2.44
C 0.88 -2.81 5.32
C 0.33 -4.06 5.79
C 0.74 -4.50 7.05
C 0.16 -5.61 7.64
C -0.86 -6.28 6.99
C -1.25 -5.87 5.72
C -0.67 -4.78 5.13
H 0.15 4.31 2.14
H 3.14 5.51 1.03
H 4.70 4.32 -0.48
H 4.26 1.93 -1.04
H 2.27 0.82 -0.16
H -0.34 2.42 1.95
H 1.59 1.70 3.42
H 1.80 -0.31 4.83
H 1.39 -2.24 6.10
H 1.52 -3.97 7.57
H 0.48 -5.93 8.62
H -1.35 -7.12 7.46
H -2.04 -6.40 5.20
H -1.00 -4.45 4.15
O -1.26 -3.68 -0.09
As -1.56 -3.42 -1.87
O 0.13 -4.10 -2.36
O -1.31 -1.80 -1.91
C 0.76 -3.50 -3.37
C 0.47 -3.86 -4.70
C 1.17 -3.31 -5.75
C 2.19 -2.39 -5.50
C 2.45 -2.00 -4.20
C 1.74 -2.55 -3.15
S 2.02 -1.79 -1.55
O 1.30 -0.49 -1.67
O 3.44 -1.62 -1.39
O 1.36 -2.52 -0.45
H -0.79 -4.51 0.05
H -0.34 -4.56 -4.86
H 0.94 -3.60 -6.76
H 2.75 -1.97 -6.32
H 3.21 -1.28 -3.96
C -3.31 -3.35 2.62
C -3.91 -2.50 1.50
As -2.71 -1.02 0.84
C -2.80 0.16 2.47
C -4.05 0.22 3.35
C -4.08 -0.36 -0.47
C -5.14 0.63 0.00
H -4.08 -3.98 3.06
H -2.89 -2.71 3.40
H -2.52 -3.98 2.22
H -4.84 -2.03 1.84
H -4.14 -3.13 0.63
H -2.55 1.17 2.13
H -1.95 -0.19 3.06
H -4.88 0.66 2.80
H -3.85 0.85 4.21
H -4.33 -0.76 3.71
H -4.58 -1.27 -0.86
H -3.51 0.06 -1.30
H -5.81 0.17 0.73
H -5.75 0.96 -0.84
H -4.68 1.51 0.45
C 4.30 4.16 -5.92
C 3.64 3.57 -4.70
S 2.59 4.88 -3.97
O 1.68 5.33 -4.98
O 3.46 5.84 -3.35
C 1.62 4.02 -2.67
C 0.24 3.73 -3.22
N -0.50 2.82 -2.38
C -0.74 1.51 -2.61
N -1.46 0.97 -1.64
C -1.67 1.94 -0.73
C -1.07 3.11 -1.16
N -1.01 4.32 -0.48
O -1.45 4.32 0.67
O -0.52 5.29 -1.02
C -0.32 0.78 -3.82
H 4.94 3.44 -6.42
H 4.88 5.03 -5.63
H 3.53 4.48 -6.63
H 4.35 3.29 -3.93
H 2.99 2.73 -4.94
H 1.58 4.70 -1.83
H 2.15 3.12 -2.39
H 0.32 3.29 -4.22
H -0.32 4.67 -3.30
H -2.29 1.81 0.13
H -0.53 1.35 -4.72
H -0.84 -0.18 -3.84
H 0.75 0.57 -3.78
```

- HOMO-LUMO gap (eV) = 7.00
- HOMO energy (eV) = -7.58
- electronic energy (Eh) = -10456.98549
- total charge = 0

These are the Mulliken partial charges, in e, on atoms 1 to 2: atom 1 (Y): -0.520, atom 2 (O): -0.694

---

Record 2
Entry from the Open Molecules 2025 dataset: a structure of composition C36H47As3HfN2O3PSe2Te2 (ωB97M-V with the def2-TZVPD basis set).

Geometry as XYZ:
```
97
Properties=species:S:1:pos:R:3
Hf 0.12 -0.63 -1.57
C -3.07 1.49 -0.02
As -1.13 1.61 -0.10
C -0.73 1.82 1.80
C -0.77 3.50 -0.48
C -0.91 4.06 -1.89
C -2.32 3.81 -2.42
C 0.15 3.47 -2.84
As 0.00 1.60 -3.42
C 1.58 1.58 -4.55
C -1.39 1.73 -4.78
C -0.71 5.59 -1.84
As 0.81 6.59 -1.02
C 0.41 6.35 0.89
C 2.36 5.38 -1.09
H -3.47 2.42 0.38
H -3.32 0.66 0.64
H -3.48 1.28 -1.00
H -1.48 2.48 2.23
H 0.25 2.28 1.91
H -0.75 0.87 2.33
H 0.25 3.65 -0.12
H -1.43 4.05 0.20
H -2.54 2.74 -2.51
H -2.46 4.26 -3.40
H -3.06 4.24 -1.74
H 1.14 3.57 -2.40
H 0.16 4.05 -3.77
H 1.51 2.39 -5.27
H 1.62 0.62 -5.06
H 2.47 1.70 -3.94
H -1.47 2.77 -5.10
H -2.35 1.38 -4.41
H -1.09 1.11 -5.63
H -1.57 6.03 -1.32
H -0.77 5.97 -2.86
H -0.61 6.65 1.09
H 1.07 7.01 1.45
H 0.56 5.33 1.25
H 2.70 5.25 -2.12
H 2.19 4.40 -0.64
H 3.16 5.88 -0.54
Se -0.56 -1.38 -4.12
Te 0.77 -3.38 -4.78
Te 3.17 -2.20 -4.42
Se 2.73 -1.17 -2.15
O -3.59 -2.45 -1.37
C -2.40 -2.26 -1.29
O -1.83 -1.07 -1.13
C -1.40 -3.37 -1.35
C -1.81 -4.68 -1.37
C -0.84 -5.68 -1.41
C 0.49 -5.30 -1.44
C 0.81 -3.95 -1.45
N -0.11 -2.99 -1.39
H -2.87 -4.90 -1.36
H -1.12 -6.72 -1.41
H 1.28 -6.03 -1.47
H 1.84 -3.62 -1.49
O 1.84 1.51 -0.91
N 1.65 0.42 0.00
C 2.47 0.50 0.97
C 2.61 -0.36 2.14
C 3.72 -0.05 2.93
C 4.01 -0.76 4.08
C 3.16 -1.79 4.47
C 2.05 -2.10 3.70
C 1.75 -1.40 2.53
P 0.28 -1.90 1.55
C 0.45 -3.72 1.71
C -0.62 -4.55 2.02
C -0.44 -5.92 2.13
C 0.82 -6.48 1.94
C 1.90 -5.66 1.62
C 1.71 -4.29 1.49
C -1.13 -1.53 2.67
C -2.41 -1.66 2.13
C -3.53 -1.37 2.90
C -3.39 -0.93 4.21
C -2.11 -0.79 4.74
C -0.99 -1.09 3.98
H 2.67 1.27 -1.38
H 3.14 1.36 0.94
H 4.38 0.76 2.62
H 4.88 -0.51 4.67
H 3.36 -2.35 5.37
H 1.41 -2.91 4.01
H -1.60 -4.13 2.20
H -1.28 -6.55 2.38
H 0.96 -7.55 2.05
H 2.88 -6.09 1.47
H 2.56 -3.67 1.24
H -2.55 -1.98 1.11
H -4.52 -1.49 2.47
H -4.26 -0.70 4.80
H -1.99 -0.44 5.76
H -0.01 -0.95 4.42
```

- HOMO-LUMO gap (eV) = 5.74
- HOMO energy (eV) = -9.29
- electronic energy (Eh) = -14170.77673
- total charge = +1

These are the Mulliken partial charges, in e, on atoms 1 to 2: atom 1 (Hf): -0.699, atom 2 (C): -1.359

---

The lowest HOMO-LUMO gap belongs to which entry? C36H47As3HfN2O3PSe2Te2

---

Which of these has the lowest total charge? C36H47As2BrN5O12S2Y

---

The lowest HOMO-LUMO gap belongs to which entry? C36H47As3HfN2O3PSe2Te2

---

What did the first record say?
Entry from the Open Molecules 2025 dataset: a structure of composition C36H47As2BrN5O12S2Y in a non-equilibrium geometry (ωB97M-V with the def2-TZVPD basis set).

Geometry as XYZ:
```
106
Properties=species:S:1:pos:R:3
Y -0.24 -1.10 -0.18
O 1.08 4.58 2.14
C 1.84 3.85 1.28
C 2.97 4.48 0.76
C 3.83 3.81 -0.08
C 3.58 2.49 -0.41
C 2.47 1.85 0.10
C 1.59 2.52 0.94
C 0.45 1.72 1.57
O -0.11 0.77 0.80
N 1.05 1.12 2.78
N 0.85 -0.14 2.97
C 1.24 -0.78 4.02
C 0.82 -2.14 4.15
Br 0.11 -2.78 2.44
C 0.88 -2.81 5.32
C 0.33 -4.06 5.79
C 0.74 -4.50 7.05
C 0.16 -5.61 7.64
C -0.86 -6.28 6.99
C -1.25 -5.87 5.72
C -0.67 -4.78 5.13
H 0.15 4.31 2.14
H 3.14 5.51 1.03
H 4.70 4.32 -0.48
H 4.26 1.93 -1.04
H 2.27 0.82 -0.16
H -0.34 2.42 1.95
H 1.59 1.70 3.42
H 1.80 -0.31 4.83
H 1.39 -2.24 6.10
H 1.52 -3.97 7.57
H 0.48 -5.93 8.62
H -1.35 -7.12 7.46
H -2.04 -6.40 5.20
H -1.00 -4.45 4.15
O -1.26 -3.68 -0.09
As -1.56 -3.42 -1.87
O 0.13 -4.10 -2.36
O -1.31 -1.80 -1.91
C 0.76 -3.50 -3.37
C 0.47 -3.86 -4.70
C 1.17 -3.31 -5.75
C 2.19 -2.39 -5.50
C 2.45 -2.00 -4.20
C 1.74 -2.55 -3.15
S 2.02 -1.79 -1.55
O 1.30 -0.49 -1.67
O 3.44 -1.62 -1.39
O 1.36 -2.52 -0.45
H -0.79 -4.51 0.05
H -0.34 -4.56 -4.86
H 0.94 -3.60 -6.76
H 2.75 -1.97 -6.32
H 3.21 -1.28 -3.96
C -3.31 -3.35 2.62
C -3.91 -2.50 1.50
As -2.71 -1.02 0.84
C -2.80 0.16 2.47
C -4.05 0.22 3.35
C -4.08 -0.36 -0.47
C -5.14 0.63 0.00
H -4.08 -3.98 3.06
H -2.89 -2.71 3.40
H -2.52 -3.98 2.22
H -4.84 -2.03 1.84
H -4.14 -3.13 0.63
H -2.55 1.17 2.13
H -1.95 -0.19 3.06
H -4.88 0.66 2.80
H -3.85 0.85 4.21
H -4.33 -0.76 3.71
H -4.58 -1.27 -0.86
H -3.51 0.06 -1.30
H -5.81 0.17 0.73
H -5.75 0.96 -0.84
H -4.68 1.51 0.45
C 4.30 4.16 -5.92
C 3.64 3.57 -4.70
S 2.59 4.88 -3.97
O 1.68 5.33 -4.98
O 3.46 5.84 -3.35
C 1.62 4.02 -2.67
C 0.24 3.73 -3.22
N -0.50 2.82 -2.38
C -0.74 1.51 -2.61
N -1.46 0.97 -1.64
C -1.67 1.94 -0.73
C -1.07 3.11 -1.16
N -1.01 4.32 -0.48
O -1.45 4.32 0.67
O -0.52 5.29 -1.02
C -0.32 0.78 -3.82
H 4.94 3.44 -6.42
H 4.88 5.03 -5.63
H 3.53 4.48 -6.63
H 4.35 3.29 -3.93
H 2.99 2.73 -4.94
H 1.58 4.70 -1.83
H 2.15 3.12 -2.39
H 0.32 3.29 -4.22
H -0.32 4.67 -3.30
H -2.29 1.81 0.13
H -0.53 1.35 -4.72
H -0.84 -0.18 -3.84
H 0.75 0.57 -3.78
```

- HOMO-LUMO gap (eV) = 7.00
- HOMO energy (eV) = -7.58
- electronic energy (Eh) = -10456.98549
- total charge = 0

These are the Mulliken partial charges, in e, on atoms 1 to 2: atom 1 (Y): -0.520, atom 2 (O): -0.694